14
Properties=species:S:1:pos:R:3:mulliken_charge:R:1 method="wB97M-V/def2-TZVPD" orbital_gap_ev=10.1 smiles="C=CCOC=C" molar_mass_da=84.118 total_charge=0 e_above_lowest_kj_mol=236.8
C 0.063 -1.056 -2.169 -0.71
C -0.086 0.244 -1.947 -0.23
C -0.017 0.784 -0.540 -0.30
O -0.124 -0.234 0.397 -0.31
C 0.238 0.214 1.641 0.13
C -0.331 -0.364 2.752 -0.64
H 0.245 -1.799 -1.402 0.22
H 0.120 -1.505 -3.153 0.27
H -0.165 0.981 -2.780 0.29
H 0.991 1.259 -0.487 0.30
H -0.759 1.554 -0.402 0.34
H 1.047 1.043 1.661 0.19
H -1.213 -1.140 2.670 0.22
H -0.009 0.019 3.759 0.24